No. 1
# H10O5

A 5-piece molecular cluster, H10O5 overall at a distorted geometry (the ωB97M-V functional and the def2-TZVPD basis, the OMol25 dataset).

## Properties
- energy above the lowest of the compared OMol25 structures with the same formula, charge and spin (eV) = 0.655
- max |F| (eV/Å) = 4.69
- net charge = 0
- frontier orbital gap (eV) = 11.646
- E_tot (eV) = -10400.195
- highest occupied orbital energy (Ha) = -0.4149
- spin multiplicity = 1

Geometry (Å):
H1 0.828 -0.724 1.707
H2 0.484 0.181 2.944
H3 0.212 -1.609 -0.047
H4 -0.677 -2.191 0.951
H5 -2.415 -0.432 -1.002
H6 -1.127 0.223 -0.260
H7 0.246 1.493 -0.478
H8 0.422 1.209 1.054
H9 0.183 1.352 -3.072
H10 -0.215 0.220 -2.086
O1 1.100 0.078 2.240
O2 0.257 -2.021 0.745
O3 -1.450 -0.473 -0.897
O4 -0.186 1.670 0.383
O5 0.536 0.781 -2.435


No. 2
# H10O5

A 5-piece molecular cluster, H10O5 overall (the ωB97M-V functional and the def2-TZVPD basis, the OMol25 dataset).

## Properties
- energy above the lowest of the compared OMol25 structures with the same formula, charge and spin (eV) = 1.591
- max |F| (eV/Å) = 0.27
- net charge = 0
- frontier orbital gap (eV) = 11.763
- E_tot (eV) = -10399.258
- highest occupied orbital energy (Ha) = -0.4238
- spin multiplicity = 1

Geometry (Å):
H1 0.650 -0.418 -0.296
H2 1.199 0.594 -1.287
H3 0.445 0.702 3.915
H4 -1.047 0.917 4.105
H5 2.455 -0.551 3.511
H6 3.943 -0.536 3.198
H7 -0.916 1.945 -4.358
H8 -0.121 0.846 -3.671
H9 -4.166 -0.653 -1.156
H10 -3.761 0.534 -2.014
O1 1.332 -0.305 -0.967
O2 -0.404 0.256 3.824
O3 3.186 -1.129 3.265
O4 -0.421 1.138 -4.539
O5 -3.528 -0.382 -1.826


No. 3
# H10O5

A 5-piece molecular cluster, H10O5 overall (the ωB97M-V functional and the def2-TZVPD basis, the OMol25 dataset).

## Properties
- energy above the lowest of the compared OMol25 structures with the same formula, charge and spin (eV) = 1.274
- max |F| (eV/Å) = 0.50
- net charge = 0
- frontier orbital gap (eV) = 11.400
- E_tot (eV) = -10399.576
- highest occupied orbital energy (Ha) = -0.3980
- spin multiplicity = 1

Geometry (Å):
O1 -2.951 -0.626 -2.229
H1 -3.827 -0.268 -2.080
H2 -2.510 0.033 -2.765
O2 2.250 1.430 -2.473
H3 2.242 0.484 -2.613
H4 3.004 1.582 -1.903
O3 1.754 -1.668 2.535
H5 1.050 -1.260 2.031
H6 1.562 -2.605 2.501
O4 -0.371 -0.350 -0.524
H7 -0.479 0.143 0.290
H8 -0.144 0.312 -1.177
O5 -0.644 0.678 2.529
H9 0.224 0.750 2.927
H10 -1.159 1.365 2.952